Below is a structure of composition C27H50OP2Zr, with properties calculated with wB97M-V/def2-TZVPD.

Values from the calculation:
Maximum force in eV Å⁻¹: 3.95
Highest occupied orbital energy in eV: -13.9
Net charge: +2
Orbital gap in eV: 7.16
Energy above the lowest of the compared OMol25 structures with the same formula, charge and spin in kcal/mol: 40.06
Calculated total energy in a.u.: -1863.256179
Molar mass in u: 543.9

Geometry as XYZ:
```
81
C27H50OP2Zr wB97M-V/def2-TZVPD
P 1.865 1.467 -1.721
H -3.956 -0.243 -2.359
H -2.920 -1.132 2.145
H -1.765 -3.225 -0.806
H -0.906 -1.487 -4.449
C 0.498 -0.543 1.962
H -1.838 -2.209 -3.103
H -1.079 1.494 -7.875
H -3.736 0.525 -3.960
H 1.573 -0.794 -5.360
H -3.628 1.511 -2.464
C 1.020 -0.062 -5.975
H 3.963 0.368 -2.025
H 1.942 1.626 -5.087
H 0.309 0.148 -7.997
H -1.546 4.022 2.513
H -1.852 -1.070 3.576
H -2.601 -0.823 -5.277
H -0.480 3.668 0.295
Zr -0.119 0.114 -0.661
C -2.587 3.298 0.233
H 3.252 -1.715 1.807
C -1.932 1.091 -5.931
C 0.304 -0.588 -7.189
C 0.575 -2.028 0.161
H 3.223 2.435 0.020
C -1.948 -2.764 0.176
H 0.821 2.655 -7.377
C 2.859 -1.059 1.010
C -3.398 0.527 -2.914
H -3.308 2.547 0.611
H 0.246 3.191 -2.270
H -2.863 4.283 0.642
H 0.328 1.118 3.307
C 1.365 -1.129 0.977
C -1.057 -1.471 -3.355
C 0.932 0.208 3.165
H -2.667 3.341 -0.857
C 2.528 2.839 -0.729
O -0.822 1.648 0.223
H 1.406 -3.995 -0.110
C 0.619 2.313 -2.826
H -1.642 -1.019 -7.938
H 3.293 -1.378 0.052
C -1.918 -0.256 -5.933
C 3.217 0.790 -2.715
H 3.704 1.550 -3.345
H 0.398 -3.436 -1.466
H 0.866 -1.438 -7.610
C -0.834 -0.973 1.699
H -1.669 2.243 2.728
C -1.194 2.940 0.716
H -0.064 3.028 2.559
H -2.898 -2.211 0.100
H 3.228 -0.039 1.206
H -2.703 1.622 -5.353
H -2.180 0.404 2.639
H -0.100 -1.807 -2.916
H 0.819 -0.409 4.076
C -1.103 3.049 2.224
H 1.723 3.363 -0.192
C 1.123 -3.111 -0.711
H 1.984 0.502 3.086
H 1.224 2.708 -3.658
H -1.317 2.275 -3.835
H -0.237 1.026 -4.367
C -2.006 -0.680 2.557
C -0.593 1.538 -3.461
C 1.149 1.260 -5.747
P -1.624 0.171 -2.719
C 0.335 2.312 -6.446
H 0.291 3.205 -5.804
H 2.023 -2.775 -1.250
H -1.158 -2.112 -6.659
H -1.660 2.881 -7.012
H 3.065 3.556 -1.366
H 2.842 -0.028 -3.349
C -1.150 -1.058 -6.949
H -2.091 -3.568 0.920
C -0.807 -1.886 0.582
C -1.119 1.929 -6.877
```